(1)
The following is a DFT calculation (ωB97M-V with the def2-TZVPD basis set) of a cluster of 2 separate species, C6H10OS in total at a distorted geometry.

ORCA input file:
```
! wB97M-V def2-TZVPD RIJCOSX def2/J DEFGRID3
* xyz 0 1
H 2.58 -0.85 1.13
H -2.41 1.29 0.13
H 0.93 0.72 -2.10
H -2.34 -1.33 -0.50
C 0.99 -0.57 -0.32
C -2.03 0.53 0.83
H -1.24 0.90 1.48
C 2.43 -0.84 0.09
H -2.79 0.10 1.56
S -0.14 -1.45 0.63
H 3.08 -0.10 -0.42
C 0.33 0.17 -1.35
C -1.61 -0.69 -0.17
H -1.81 0.46 -1.97
H 2.76 -1.79 -0.11
H 1.52 1.77 1.44
C -1.03 0.03 -1.32
O 0.78 1.64 0.96
*
```

Output
**E**: -19262.61648 eV
**Orbital gap (spin up / spin down)**: 7.0 / 6.3 eV
**Largest force on an atom**: 5.5 eV/A
**Energy above the lowest of the compared OMol25 structures with the same formula, charge and spin**: 101.8 kcal/mol

=====

(2)
The following is a DFT calculation (ωB97M-V with the def2-TZVPD basis set) of a structure of composition C6H10OS at a distorted geometry.

ORCA input file:
```
! wB97M-V def2-TZVPD RIJCOSX def2/J DEFGRID3
* xyz 0 1
O 0.59 -1.26 0.08
C -1.73 -0.86 -0.64
H -2.76 -0.94 -0.32
C -0.62 0.58 1.27
H -0.34 0.46 2.33
H -0.24 0.68 -1.45
C 0.57 1.25 -0.98
H 1.43 1.82 1.06
C -0.71 -0.90 0.51
H 2.96 -1.37 -0.89
H -1.10 -1.60 1.29
C 0.65 1.19 0.54
H -1.46 -1.64 -1.38
S 3.13 -0.36 0.10
H 1.30 1.80 -1.53
C 1.38 -0.12 0.16
H -1.43 1.26 1.23
H -1.63 0.01 -1.36
*
```

Output
**E**: -19263.37127 eV
**Orbital gap**: 8.2 eV
**Largest force on an atom**: 3.7 eV/A
**Energy above the lowest of the compared OMol25 structures with the same formula, charge and spin**: 84.4 kcal/mol

=====

(3)
The following is a DFT calculation (ωB97M-V with the def2-TZVPD basis set) of an isolated molecule of C6H10OS at a distorted geometry.

ORCA input file:
```
! wB97M-V def2-TZVPD RIJCOSX def2/J DEFGRID3
* xyz 0 3
H -1.43 -2.07 -0.11
H -1.01 0.21 1.41
C 2.32 -1.13 0.23
S 3.21 0.42 0.33
C -1.44 1.52 -0.26
H -2.54 -0.96 -1.07
O 3.96 0.57 -0.89
H 2.01 -1.53 1.14
H 0.00 0.31 -1.44
H -2.79 -1.43 0.74
C -2.06 -1.17 -0.08
H -2.13 1.60 -1.01
H 1.25 1.06 1.22
H 2.14 -1.56 -0.80
C 1.23 0.90 0.23
H -1.41 2.35 0.45
C -1.20 0.13 0.33
C -0.10 0.77 -0.42
*
```

Output
**E**: -19258.92366 eV
**Orbital gap (spin up / spin down)**: 7.3 / 8.4 eV
**Largest force on an atom**: 4.6 eV/A
**Energy above the lowest of the compared OMol25 structures with the same formula, charge and spin**: 84.9 kcal/mol
**<S²>**: 2.03

=====

(4)
The following is a DFT calculation (ωB97M-V with the def2-TZVPD basis set) of a cluster of 2 separate species, C6H10OSi in total at a distorted geometry.

ORCA input file:
```
! wB97M-V def2-TZVPD RIJCOSX def2/J DEFGRID3
* xyz 0 1
C 1.13 1.53 0.08
C -3.67 -0.02 -0.35
H -2.57 0.38 -2.18
H 2.16 1.50 -0.07
C -1.51 0.24 -0.34
C -2.61 0.39 -1.17
H 4.24 -1.92 0.98
H 4.25 -0.01 0.92
Si 0.21 0.58 -1.01
C -3.18 -0.29 0.87
H 2.63 -1.31 1.08
H 0.58 -0.19 -2.30
H 0.94 1.94 1.08
C 3.73 -0.93 0.76
H -4.75 -0.18 -0.67
H 3.99 -1.03 -0.40
H -3.71 -0.56 1.82
O -1.86 -0.12 0.90
*
```

Output
**E**: -16304.73749 eV
**Orbital gap**: 8.6 eV
**Largest force on an atom**: 5.5 eV/A
**Energy above the lowest of the compared OMol25 structures with the same formula, charge and spin**: 105.2 kcal/mol

=====

(5)
The following is a DFT calculation (ωB97M-V with the def2-TZVPD basis set) of an isolated molecule of C6H10S at a distorted geometry.

ORCA input file:
```
! wB97M-V def2-TZVPD RIJCOSX def2/J DEFGRID3
* xyz 0 1
H 0.09 2.39 0.34
H -1.62 2.74 0.00
H 2.99 -1.98 -0.90
C 0.59 0.19 -0.39
C -0.97 1.99 0.31
H -1.42 -1.39 -0.05
C -0.89 0.61 -0.44
H 2.70 -1.97 0.95
C 1.54 -0.63 -0.08
H -1.13 0.74 -1.56
H -2.79 -0.37 -0.39
C 2.20 -1.96 -0.09
H -1.14 1.93 1.36
H 1.54 -2.79 -0.15
H -2.01 -0.18 1.19
S 2.14 1.09 -0.22
C -1.82 -0.41 0.12
*
```

Output
**E**: -17216.59519 eV
**Orbital gap**: 8.2 eV
**Largest force on an atom**: 3.4 eV/A
**Energy above the lowest of the compared OMol25 structures with the same formula, charge and spin**: 69.8 kcal/mol

=====

(6)
The following is a DFT calculation (ωB97M-V with the def2-TZVPD basis set) of an isolated molecule of C6H10S2 at a distorted geometry.

ORCA input file:
```
! wB97M-V def2-TZVPD RIJCOSX def2/J DEFGRID3
* xyz 0 1
S -1.49 -1.21 1.01
H 2.17 -1.12 -0.57
S -0.68 1.18 -3.04
H -1.68 0.70 -0.32
H 0.25 -0.98 -2.15
H 0.14 1.87 0.84
H 0.74 -2.30 -0.36
H 1.41 -1.21 0.89
H 0.18 -0.15 2.73
H -1.55 1.78 -2.00
C -1.07 -0.24 -0.58
C -0.40 0.12 1.84
H -1.20 0.97 2.23
C 1.12 -1.18 -0.24
C -0.31 -0.02 -1.81
H 1.50 0.88 1.19
C 0.47 0.89 0.79
C 0.39 0.02 -0.45
*
```

Output
**E**: -28049.70500 eV
**Orbital gap**: 9.3 eV
**Largest force on an atom**: 7.0 eV/A
**Energy above the lowest of the compared OMol25 structures with the same formula, charge and spin**: 106.9 kcal/mol

=====

(7)
The following is a DFT calculation (ωB97M-V with the def2-TZVPD basis set) of an isolated molecule of C6H10S2 at a distorted geometry.

ORCA input file:
```
! wB97M-V def2-TZVPD RIJCOSX def2/J DEFGRID3
* xyz 0 1
C 0.02 2.22 -0.80
C -1.60 0.32 2.13
H -0.69 2.32 0.04
H 0.72 0.71 1.50
H -0.92 -0.08 2.90
C 1.20 1.30 -0.50
H 0.33 3.22 -1.07
H 3.24 0.86 -0.93
H -2.67 0.36 2.50
C -0.05 -0.79 0.08
H 1.92 -0.34 0.66
H -1.33 1.36 1.86
C 1.00 0.23 0.53
H -0.57 1.82 -1.64
H 2.52 2.29 -1.77
C 2.36 1.46 -1.11
S -1.67 -0.58 0.56
S 0.42 -1.97 -0.94
*
```

Output
**E**: -28053.47154 eV
**Orbital gap**: 8.4 eV
**Largest force on an atom**: 1.9 eV/A
**Energy above the lowest of the compared OMol25 structures with the same formula, charge and spin**: 20.0 kcal/mol

=====

(8)
The following is a DFT calculation (ωB97M-V with the def2-TZVPD basis set) of an isolated molecule of C6H11BO2 at a distorted geometry.

ORCA input file:
```
! wB97M-V def2-TZVPD RIJCOSX def2/J DEFGRID3
* xyz 0 1
C 0.00 -0.87 0.47
H -1.81 -1.70 -1.70
H -0.28 1.86 0.22
H 0.86 0.70 1.95
C -1.31 2.03 0.01
H 1.57 -0.99 2.08
O 3.06 -0.85 -0.39
H -3.05 -1.79 -0.47
C -2.00 -1.70 -0.59
C 1.18 -0.23 1.30
H 0.12 -1.87 0.27
B 2.14 0.07 0.09
H -1.89 2.65 0.80
C -1.23 -0.44 -0.08
C -2.07 0.73 -0.13
H -1.58 -2.56 -0.13
H 2.43 1.61 -1.14
H -1.49 2.70 -0.91
O 1.89 1.24 -0.39
H 3.45 -0.59 -1.24
*
```

Output
**E**: -11169.10086 eV
**Orbital gap (spin up / spin down)**: 7.1 / 7.4 eV
**Largest force on an atom**: 5.2 eV/A
**Energy above the lowest of the compared OMol25 structures with the same formula, charge and spin**: 87.0 kcal/mol

=====

(9)
The following is a DFT calculation (ωB97M-V with the def2-TZVPD basis set) of an isolated molecule of C6H11BrO5 at a distorted geometry.

ORCA input file:
```
! wB97M-V def2-TZVPD RIJCOSX def2/J DEFGRID3
* xyz 0 1
H -1.86 0.45 0.88
C -0.74 0.54 0.75
C 1.22 0.02 -0.58
H 0.54 -3.15 1.26
O -0.30 1.55 1.64
O 1.17 -0.86 0.52
H -0.82 0.03 -2.48
H 3.05 0.63 -0.12
O 2.20 1.01 -0.41
H 0.26 -0.82 2.29
H -1.11 -2.27 -0.23
C -0.15 -0.81 1.24
H -1.90 -1.79 1.46
C -0.21 0.64 -0.77
C -0.14 2.09 -1.14
H 0.24 2.19 -2.10
Br 1.62 -1.04 -2.22
H 0.37 2.12 1.10
O -1.05 -0.10 -1.61
O -0.43 -3.27 1.34
H -1.16 2.32 -1.32
H 0.27 2.63 -0.36
C -1.06 -2.10 0.87
*
```

Output
**E**: -86678.49649 eV
**Orbital gap**: 10.4 eV
**Largest force on an atom**: 4.2 eV/A
**Energy above the lowest of the compared OMol25 structures with the same formula, charge and spin**: 0.0 kcal/mol

=====

(10)
The following is a DFT calculation (ωB97M-V with the def2-TZVPD basis set) of a cluster of 2 separate species, C6H11Cl2N in total at a distorted geometry.

ORCA input file:
```
! wB97M-V def2-TZVPD RIJCOSX def2/J DEFGRID3
* xyz 0 1
H -0.05 -2.51 -1.17
H -0.73 2.44 -0.65
N -0.97 -1.68 0.71
H 1.94 2.05 -1.75
C -0.42 -1.93 -0.32
C 0.71 0.97 -0.08
H 0.97 0.30 0.81
C -1.73 -2.44 1.70
H -1.55 1.23 0.48
H 2.20 2.81 -0.26
Cl -0.54 0.45 -2.66
C 0.42 0.03 -1.25
C -0.59 1.78 0.32
H -2.80 -2.36 1.41
H -1.48 -2.06 2.64
H -1.51 -3.53 1.57
C 1.91 1.82 -0.67
H 2.73 1.12 -0.33
H -0.42 2.35 1.29
Cl 1.89 -0.84 -1.82
*
```

Output
**E**: -32930.86248 eV
**Orbital gap (spin up / spin down)**: 7.7 / 7.7 eV
**Largest force on an atom**: 4.6 eV/A
**Energy above the lowest of the compared OMol25 structures with the same formula, charge and spin**: 100.3 kcal/mol

=====

(11)
The following is a DFT calculation (ωB97M-V with the def2-TZVPD basis set) of an isolated molecule of C6H11ClN2O2S at a distorted geometry.

ORCA input file:
```
! wB97M-V def2-TZVPD RIJCOSX def2/J DEFGRID3
* xyz 0 1
C -0.31 0.43 1.77
H -1.36 0.51 1.31
H 2.33 1.48 0.00
C 0.02 0.64 -0.77
H -2.48 -0.27 -2.70
N 1.05 -1.11 0.63
C -1.65 0.43 -2.43
C 1.91 1.25 0.92
H 0.94 -2.87 2.17
H -0.77 -1.80 -0.08
C -1.43 -1.33 -0.77
H 2.60 0.68 1.72
N -1.09 -0.01 -1.12
C 0.70 0.35 0.58
O 0.38 1.60 -1.40
H -0.01 1.31 2.32
H -0.90 0.60 -3.31
O -2.49 -1.77 -1.13
Cl 1.82 -1.54 -1.06
H 1.47 2.19 1.26
S 1.85 -1.70 1.99
H -2.33 1.33 -2.24
H -0.25 -0.42 2.35
*
```

Output
**E**: -36830.32300 eV
**Orbital gap**: 9.2 eV
**Largest force on an atom**: 3.5 eV/A
**Energy above the lowest of the compared OMol25 structures with the same formula, charge and spin**: 12.9 kcal/mol

=====

(12)
The following is a DFT calculation (ωB97M-V with the def2-TZVPD basis set) of an isolated molecule of C6H11ClO2S at a distorted geometry.

ORCA input file:
```
! wB97M-V def2-TZVPD RIJCOSX def2/J DEFGRID3
* xyz 0 1
H -0.70 -2.57 1.02
H -0.98 3.58 1.13
O -2.10 0.49 1.12
C 1.66 -1.60 -0.94
H -1.06 -2.77 -0.65
S -0.78 1.04 1.33
C 0.34 -0.98 -0.51
Cl 1.97 0.93 0.62
C -0.27 -0.06 -1.48
H -1.23 0.34 -1.30
H 1.68 -2.63 -1.08
H 2.27 -1.04 -1.67
C -0.59 2.67 0.64
H -1.09 2.65 -0.31
O -0.54 1.19 2.76
C 0.58 0.07 0.61
H -1.56 -1.34 0.25
C -0.73 -1.99 0.01
H 0.53 2.82 0.60
H 0.30 0.50 -2.11
H 2.29 -1.29 -0.04
*
```

Output
**E**: -33847.82438 eV
**Orbital gap (spin up / spin down)**: 8.0 / 8.4 eV
**Largest force on an atom**: 4.5 eV/A
**Energy above the lowest of the compared OMol25 structures with the same formula, charge and spin**: 92.4 kcal/mol

=====

> Which formula does entry 7 have?

C6H10S2

=====

> energy above the lowest of the compared OMol25 structures with the same formula, charge and spin of number 9 (C6H11BrO5)?

0.0 kcal/mol